Entry from the Open Molecules 2025 dataset: a cluster of 3 separate species, C5H12O2 in total in a non-equilibrium geometry (wB97M-V/def2-TZVPD).

The geometry in XYZ format:
```
19
Properties=species:S:1:pos:R:3
O 2.72 0.07 -1.41
O 0.29 0.61 -2.31
C -0.01 -0.13 1.85
C 1.29 0.03 1.88
C -1.08 0.65 1.06
C -1.78 -1.25 -0.27
C -1.88 0.10 -0.11
H 2.93 -0.94 -1.33
H 1.75 0.32 1.00
H 0.28 0.75 -3.26
H -0.42 -0.87 2.66
H -0.45 1.51 0.87
H -2.65 -1.75 -0.82
H -1.78 0.77 1.89
H -1.20 -1.86 0.35
H 1.90 0.02 -1.99
H -2.66 0.81 -0.52
H 0.57 1.53 -2.02
H 2.18 -0.38 2.50
```

## Properties
- E_HOMO (spin up / spin down): 0.03093 / -0.22837 Eh
- Spin multiplicity: 2
- LUMO (spin up / spin down): 3.7781 / 3.5974 eV
- Total charge: -1
- <S²>: 0.750
- Orbital gap (spin up / spin down): 2.9 / 9.8 eV
- Energy above the lowest of the compared OMol25 structures with the same formula, charge and spin: 3.130 eV